[1]
# C3H10N2OS

A cluster of 3 separate species, C3H10N2OS in total at a distorted geometry (ωB97M-V/def2-TZVPD, the OMol25 dataset).

Results
- HOMO (eV) = -9.370
- relative energy (zero: lowest compared OMol25 entry of this formula, charge and spin) (eV) = 3.970
- charge = 0
- spin multiplicity = 1

Each line ends with the Löwdin charge.
CARTESIAN COORDINATES (ANGSTROEM)
C -1.36241 -2.71028 -0.22969  -0.0429
C 0.72352 -1.42519 -0.27672  -0.0833
C 0.26624 3.37502 0.32108  -0.0826
N -2.09607 0.37687 1.14369  -0.3065
N -0.69945 -1.65647 -0.35961  -0.2179
O -2.99333 0.37494 -1.26782  -0.5024
S -1.88164 0.54178 -0.32802  0.7803
H -0.98140 -3.63879 0.08960  0.0560
H 0.38046 2.33991 -0.00691  -0.0335
H -2.53164 -2.43934 -0.12216  0.1199
H 0.70792 -0.69737 0.47090  0.0594
H 1.19808 -2.33018 -0.18019  0.0551
H 0.89079 -0.95740 -1.24342  0.0938
H 1.04622 3.43644 1.15687  0.0333
H 0.46399 4.22593 -0.34324  0.0095
H -0.78823 3.57249 0.76893  0.0450
H -2.99407 0.17461 1.58111  0.0167

Force components x, y, z for each atom (eV/Å):
-2.9 2.8 1.0
-3.0 0.4 -2.2
-0.4 0.8 2.6
-0.1 0.5 0.5
-0.8 -0.1 -0.7
0.6 0.0 0.7
-0.7 -0.1 -0.5
0.5 -1.4 0.1
-0.3 0.5 -0.7
2.4 -1.4 -0.6
1.2 1.0 1.5
1.9 -1.8 0.7
0.9 0.2 0.0
-1.2 0.2 -0.9
0.1 -0.8 -0.3
1.9 -0.6 -0.6
0.1 -0.1 -0.4

[2]
# C3H10N2P

The ion C3H10N2P with charge +1 at a distorted geometry (ωB97M-V/def2-TZVPD, the OMol25 dataset).

Results
- HOMO (eV) = -14.546
- relative energy (zero: lowest compared OMol25 entry of this formula, charge and spin) (eV) = 1.158
- charge = +1
- spin multiplicity = 1
- SMILES string = C[C@H]1[N@@H+](C)P1N

Each line ends with the Löwdin charge.
CARTESIAN COORDINATES (ANGSTROEM)
C -0.33818 1.95636 0.04230  -0.0869
C -1.73068 -0.73911 -0.56500  -0.0535
C 0.19358 0.50162 0.42417  -0.4569
N 2.44440 -1.36823 0.15097  -0.2067
N -0.47185 -0.72300 0.07688  -0.2676
P 1.29958 -0.47170 -0.77734  1.0987
H -0.31681 2.26467 -1.01801  0.0767
H 0.31569 2.72085 0.66345  0.1240
H -1.36501 2.10489 0.44199  0.0821
H -1.62428 -1.24304 -1.46988  0.0786
H -2.51166 -1.01034 0.06329  0.0916
H -1.90112 0.33745 -0.92200  0.1194
H 0.57495 0.50071 1.51259  0.1472
H 2.76985 -2.21707 -0.26325  0.0247
H -0.44717 -1.49174 0.74680  0.1567
H 3.10870 -1.12232 0.89306  0.0721

Force components x, y, z for each atom (eV/Å):
0.8 0.3 1.7
0.0 4.1 -2.4
2.1 1.8 1.7
-1.1 1.1 -0.3
1.2 -1.1 1.1
0.5 -0.5 1.4
0.1 -0.5 0.5
-1.1 -1.7 -1.4
0.6 -0.2 -0.3
-0.4 -1.5 -1.3
-1.3 -0.8 1.0
-0.2 -1.5 0.6
-0.7 -0.1 -1.8
0.0 -0.4 -0.6
0.6 0.5 0.3
-1.0 0.5 -0.2

[3]
# C3H10N2S

A cluster of 2 separate species, C3H10N2S in total at a distorted geometry (ωB97M-V/def2-TZVPD, the OMol25 dataset).

Results
- HOMO (eV) = -8.905
- relative energy (zero: lowest compared OMol25 entry of this formula, charge and spin) (eV) = 0.567
- charge = 0
- spin multiplicity = 1
- SMILES string = [H]/N=C/N.CCS

Each line ends with the Löwdin charge.
CARTESIAN COORDINATES (ANGSTROEM)
C 2.46016 0.30345 1.31294  -0.1876
C 1.59744 0.19127 0.04687  -0.5686
S 1.01068 -1.56082 -0.20702  0.6397
H 3.45102 -0.14792 1.19260  0.0649
H 2.01087 -0.28046 2.11476  0.0540
H 2.66798 1.34772 1.55021  0.0674
H 2.24487 0.41823 -0.79691  0.0575
H 0.72858 0.84069 0.03822  0.0234
N -2.42158 0.09041 -1.13338  0.0837
C -2.18746 0.81994 -0.01769  -0.4184
N -1.59110 1.95207 -0.00329  0.0480
H -2.52259 0.45346 -2.05834  0.0928
H -2.46523 -0.90826 -1.02118  0.0820
H -2.57256 0.38128 0.90421  0.1127
H -1.86640 2.44306 0.84386  0.0313
H -0.03376 -1.55798 0.62267  -0.1828

Force components x, y, z for each atom (eV/Å):
0.1 -0.3 -0.3
0.5 -0.9 0.5
0.4 0.5 -0.4
-0.2 -0.1 -0.4
-0.2 0.5 0.3
-0.4 0.0 0.3
-0.3 -0.1 -0.3
0.0 0.1 0.0
0.0 -1.0 0.4
0.2 0.9 0.2
-1.0 0.1 -0.6
0.5 0.4 -0.1
-0.2 0.1 -0.2
-0.1 -0.3 0.0
0.7 -0.2 0.3
0.0 0.2 0.2

[4]
# C3H10N2S

An isolated molecule of C3H10N2S at a distorted geometry (ωB97M-V/def2-TZVPD, the OMol25 dataset).

Results
- HOMO (eV) = -8.871
- relative energy (zero: lowest compared OMol25 entry of this formula, charge and spin) (eV) = 0.169
- charge = 0
- spin multiplicity = 1
- SMILES string = NC[C@@H](N)CS

Each line ends with the Löwdin charge.
CARTESIAN COORDINATES (ANGSTROEM)
N 0.67047 0.02316 1.60482  0.0261
C 0.33464 -0.10436 0.19592  -0.5224
C -0.82701 0.81569 -0.16595  -0.5068
S -2.32438 -0.24210 -0.37123  0.6807
C 1.57538 0.29112 -0.63105  -0.2379
N 2.75032 -0.49875 -0.17731  -0.0086
H 1.46284 -0.56248 1.83378  0.0571
H -3.16854 0.72903 -0.73317  -0.1629
H -0.10047 -0.23950 2.20833  0.0734
H 0.13310 -1.15116 -0.07250  0.1105
H -0.66912 1.35616 -1.09576  0.0661
H -1.01875 1.52317 0.63567  0.0717
H 1.36398 0.03191 -1.67112  0.1110
H 1.81510 1.33616 -0.45047  0.1180
H 3.60513 -0.00302 -0.38096  0.0601
H 2.77245 -1.38990 -0.65181  0.0640

Force components x, y, z for each atom (eV/Å):
-0.2 0.2 0.3
1.0 0.3 0.0
-0.8 -0.6 0.0
0.2 0.2 0.0
0.4 -1.2 0.7
-0.5 0.3 0.1
0.1 0.0 -0.1
-0.1 0.1 0.0
0.0 0.0 -0.1
-0.3 0.0 -0.1
0.2 0.0 0.0
0.2 0.1 0.0
-0.1 0.7 -0.2
-0.2 0.1 -0.3
0.1 -0.1 -0.1
0.1 -0.1 -0.1

[5]
# C3H10N2S

A structure of composition C3H10N2S at a distorted geometry (ωB97M-V/def2-TZVPD, the OMol25 dataset).

Results
- HOMO (spin up / spin down) (eV) = -14.372 / -14.078
- relative energy (zero: lowest compared OMol25 entry of this formula, charge and spin) (eV) = 1.635
- charge = +1
- spin multiplicity = 2

Each line ends with the Löwdin charge.
CARTESIAN COORDINATES (ANGSTROEM)
C 1.17563 0.48337 -1.76098  -0.1201
C 1.24350 1.58981 -0.68304  -0.5855
S 0.94238 1.11979 1.03626  0.8718
H 1.93627 -0.21420 -1.39860  0.0783
H 0.34537 -0.17902 -1.54063  0.0536
H 1.23527 1.03996 -2.68763  0.0950
H 2.11238 2.24955 -0.69223  0.0710
H 0.33532 2.17408 -0.99594  0.1023
N -0.57106 -1.74319 1.83627  0.1018
C -1.61575 -1.32233 1.02804  -0.2110
N -1.68782 -0.12803 0.55220  0.0840
H -0.01093 -1.03992 2.31927  0.0663
H -0.00798 -2.58931 1.59621  0.1439
H -2.50285 -1.93712 0.93584  0.1439
H -2.43678 0.16442 -0.08491  0.1348
H -0.49294 0.33216 0.53986  -0.0302

Force components x, y, z for each atom (eV/Å):
1.1 -0.5 2.9
-1.5 0.9 -0.1
0.6 0.3 -1.0
0.9 0.2 -1.5
-1.0 0.5 -0.8
0.1 -1.0 -0.5
-0.1 -0.3 -0.3
0.6 0.3 0.9
0.2 -0.2 -0.7
0.0 0.1 0.8
2.4 0.2 -0.5
-0.3 -0.2 -0.6
-1.3 0.8 0.5
0.3 -0.8 -0.3
0.2 -0.4 0.7
-2.2 0.0 0.5

[6]
# C3H10N3

A cluster of 2 separate species, C3H10N3 in total at a distorted geometry (ωB97M-V/def2-TZVPD, the OMol25 dataset).

Results
- HOMO (eV) = -14.738
- relative energy (zero: lowest compared OMol25 entry of this formula, charge and spin) (eV) = 2.511
- charge = +1
- spin multiplicity = 1

Each line ends with the Löwdin charge.
CARTESIAN COORDINATES (ANGSTROEM)
C -0.57123 -0.15335 -0.51807  -0.0486
C 2.15458 1.08845 -1.35896  -0.0583
C 1.48037 -0.12661 -1.97324  -0.2432
N 0.33126 -0.34741 -1.27155  0.1677
N -1.66732 -0.30383 0.10892  0.1759
N -1.92690 -1.01768 2.59301  0.0216
H 1.63700 1.95515 -1.66874  0.0784
H 2.15016 0.91845 -0.30484  0.0770
H 3.17680 1.01851 -1.61099  0.0732
H 1.28716 0.08752 -3.08636  0.1684
H 2.20734 -0.98188 -2.01955  0.1505
H -1.78486 -0.66587 1.07745  0.0139
H -2.58548 -0.02418 -0.31972  0.1783
H -2.35066 -0.33038 3.26942  0.0929
H -1.09993 -1.40675 3.17944  0.1196
H -2.63605 -1.69240 2.49870  0.0328

Force components x, y, z for each atom (eV/Å):
2.3 -1.8 -3.1
0.1 -1.6 0.0
2.8 0.9 -2.8
-4.6 -0.3 2.9
-2.0 1.2 -1.6
1.9 1.2 3.0
-0.1 1.2 -0.1
-0.2 0.4 0.9
1.2 0.7 -0.7
-0.3 -0.4 1.6
-1.2 0.3 0.5
0.7 0.1 1.5
1.6 -0.2 0.2
0.6 -0.6 -1.1
-1.9 0.4 -1.5
-0.8 -1.6 0.2

[7]
# C3H10N3

A cluster of 2 separate species, C3H10N3 in total at a distorted geometry (ωB97M-V/def2-TZVPD, the OMol25 dataset).

Results
- HOMO (eV) = -14.191
- relative energy (zero: lowest compared OMol25 entry of this formula, charge and spin) (eV) = 2.156
- charge = +1
- spin multiplicity = 1

Each line ends with the Löwdin charge.
CARTESIAN COORDINATES (ANGSTROEM)
C -1.06550 1.10076 -0.61939  -0.0308
C 1.22542 1.63299 -1.24620  0.1419
N 0.41423 0.91043 -0.57604  -0.0330
H -1.37316 1.17865 0.46959  0.1299
H -1.45944 0.31345 -1.17421  0.0567
H -1.27579 2.09940 -1.11944  0.1234
H 0.94805 2.33752 -2.01849  0.1161
H 2.25463 1.55654 -0.96086  0.1077
H 0.78663 0.15712 0.16549  0.0447
N -1.09241 -1.42364 0.76774  0.0985
C 0.16943 -1.72831 1.22808  -0.2361
N 1.18993 -0.96191 0.97948  0.0694
H -1.82817 -2.06304 1.06993  0.1225
H -1.16856 -1.06154 -0.15915  0.0509
H 0.25011 -2.65068 1.86113  0.1522
H 2.02459 -1.39777 1.33234  0.0862

Force components x, y, z for each atom (eV/Å):
1.4 3.3 1.1
-0.4 -0.7 0.9
-0.7 1.7 -0.8
0.0 -0.4 -1.5
-1.2 -1.1 -0.8
0.1 -1.4 0.5
-0.4 0.1 0.1
0.6 -0.2 -0.3
0.7 0.0 -0.1
0.6 -1.4 1.1
0.2 0.2 0.2
-1.5 -1.5 0.3
0.4 0.4 -0.4
-0.2 -0.1 0.0
-0.1 1.0 -0.5
0.5 0.2 0.1

[8]
# C3H10N3

The ion C3H10N3 with charge +1 at a distorted geometry (ωB97M-V/def2-TZVPD, the OMol25 dataset).

Results
- HOMO (eV) = -14.142
- relative energy (zero: lowest compared OMol25 entry of this formula, charge and spin) (eV) = 3.248
- charge = +1
- spin multiplicity = 1
- SMILES string = C[NH+](C)/N=C/N

Each line ends with the Löwdin charge.
CARTESIAN COORDINATES (ANGSTROEM)
C -0.64770 1.45303 0.97843  -0.2955
C -0.09499 -1.80655 -0.34389  -0.0329
C 1.23857 0.01805 -1.18263  -0.0316
N -0.82771 0.55885 0.07824  0.1050
N -1.53499 2.39912 1.20627  0.1257
N 0.34163 -0.45239 -0.07082  -0.2590
H 0.18040 1.40466 1.72673  0.1571
H 0.75439 -2.49473 -0.47355  0.1083
H -0.51085 -2.22454 0.64266  0.1393
H -0.68138 -1.59636 -1.24111  0.1117
H 0.73403 0.12159 -2.14629  0.0964
H 1.59654 1.12837 -1.04816  0.1319
H 2.14420 -0.71938 -1.18419  0.1371
H -1.30591 2.97983 2.01251  0.1224
H -2.38026 2.65802 0.61790  0.1708
H 0.94947 -0.49039 0.85545  0.2134

Force components x, y, z for each atom (eV/Å):
0.8 -1.3 0.8
-0.7 -1.0 1.6
2.5 1.3 0.3
1.1 -2.2 -1.3
-1.3 1.8 0.1
2.0 3.1 2.6
-0.4 0.2 -0.7
0.0 0.7 -0.6
-0.5 0.7 -1.9
-0.6 -1.4 0.3
-0.3 -0.9 0.3
-0.5 -2.3 0.5
-1.7 1.5 -0.3
-0.6 0.0 -0.6
1.8 -0.8 1.0
-1.4 0.5 -2.2

[9]
# C3H10N3O

A cluster of 2 separate species, C3H10N3O in total at a distorted geometry (ωB97M-V/def2-TZVPD, the OMol25 dataset).

Results
- HOMO (eV) = -3.165
- relative energy (zero: lowest compared OMol25 entry of this formula, charge and spin) (eV) = 1.575
- charge = -1
- spin multiplicity = 1

Each line ends with the Löwdin charge.
CARTESIAN COORDINATES (ANGSTROEM)
C 1.82802 0.84082 -1.41291  -0.1343
N 0.70936 0.19726 -2.09615  -0.0879
C -0.45788 0.00949 -1.34775  -0.3380
N -1.35967 -0.87891 -1.69146  0.0049
H 1.87179 1.93203 -1.62612  0.0652
H 1.60400 0.66438 -0.34143  0.0410
H 2.81038 0.39994 -1.67424  0.0683
H 0.86130 -0.54510 -2.76504  0.0967
H -0.36535 0.44625 -0.33226  0.0535
H -1.98733 -0.93410 -0.86079  0.0056
N -1.21208 -1.16342 2.09323  -0.0502
C -0.72353 0.25700 1.87482  -0.5565
O 0.45590 0.28811 1.18696  -0.3754
H -0.44068 -1.72566 1.68612  0.0470
H -1.36609 -1.34557 3.10774  0.0287
H -1.56212 0.76638 1.35394  0.0647
H -0.66601 0.79109 2.84534  0.0666

Force components x, y, z for each atom (eV/Å):
-0.1 0.0 0.4
-1.2 0.0 -0.1
0.1 -1.8 -0.5
0.7 1.3 1.0
0.0 -0.6 0.1
0.6 0.5 -0.3
-0.6 0.1 0.0
0.2 0.2 0.0
-0.2 0.2 -0.5
0.3 0.1 -0.9
0.3 0.1 0.4
0.7 -0.2 -0.3
-0.8 0.0 1.1
-0.6 0.3 0.8
0.6 -0.1 -1.2
0.0 0.1 -0.3
0.0 -0.2 0.3

[10]
# C3H10N3O

The ion C3H10N3O with charge +1 at a distorted geometry (ωB97M-V/def2-TZVPD, the OMol25 dataset).

Results
- HOMO (eV) = -13.813
- relative energy (zero: lowest compared OMol25 entry of this formula, charge and spin) (eV) = 3.183
- charge = +1
- spin multiplicity = 1
- SMILES string = C[C@@H]([NH3+])N(N)C=O

Each line ends with the Löwdin charge.
CARTESIAN COORDINATES (ANGSTROEM)
C 1.67069 0.88490 0.96590  -0.0775
C -1.44895 -0.89439 -0.66507  -0.0269
C -0.19312 -0.03834 -0.62659  -0.3490
N -0.60362 1.40806 -0.65118  0.2144
N 0.55609 -0.26555 0.59464  -0.1538
N 0.73022 -1.57094 0.97745  0.0499
O 1.61787 1.97548 0.48850  0.0725
H 2.36027 0.50197 1.71269  0.1386
H -1.19362 -1.94801 -0.66872  0.0863
H -2.02618 -0.67630 -1.55942  0.0910
H -2.05732 -0.70148 0.21502  0.0952
H 0.42490 -0.20808 -1.52380  0.1674
H -0.97382 1.67797 -1.56857  0.1790
H 0.26410 1.97452 -0.39372  0.1164
H 1.59645 -2.00340 0.66594  0.1105
H 0.59523 -1.69890 1.97430  0.1101
H -1.31920 1.58249 0.06263  0.1759

Force components x, y, z for each atom (eV/Å):
-3.0 -3.3 -1.2
0.2 0.0 -0.1
-0.2 -0.9 -0.2
0.4 0.4 0.1
2.6 4.1 0.9
0.4 -0.5 0.3
0.4 0.1 0.2
0.2 -0.1 0.2
0.0 0.0 0.0
-0.1 0.0 -0.1
-0.1 0.0 0.1
-0.2 0.2 0.1
0.1 -0.1 0.2
-0.7 -0.2 -0.3
-0.1 0.2 0.0
-0.1 0.0 -0.2
0.1 0.0 -0.1